1:
79
Properties=species:S:1:pos:R:3:lowdin_spin:R:1 method="wB97M-V/def2-TZVPD" s_squared=4.017 multiplicity=4 total_charge=+4 homo_energy_ev="-19.718 / -19.572" gap_ev="6.1 / 5.1"
C 3.0306 5.3298 -0.8325 0.059
C 2.0392 4.4653 -1.3521 -0.006
C 1.9415 4.2987 -2.7535 0.060
C 2.9299 4.8776 -3.5655 0.079
N 3.9025 5.6231 -3.0563 0.728
C 3.9621 5.8602 -1.7484 0.076
C 1.0686 3.7551 -0.5569 0.073
C -0.0047 3.5783 0.0149 -0.018
C -1.0655 2.7885 0.5428 0.094
C -0.7685 2.0106 1.7150 -0.052
C -1.8257 1.3393 2.4442 0.004
C -2.9524 1.0808 1.6278 -0.042
C -3.3531 1.8739 0.5321 0.076
C -2.3890 2.7732 0.0358 -0.079
Tc -1.0492 -0.3497 1.3933 1.845
P 0.9857 -0.4486 0.4051 0.027
H 1.0959 3.7479 -3.1879 0.006
H 3.0826 5.5532 0.2409 0.006
H 2.8951 4.7071 -4.6433 0.016
H 4.7791 6.4927 -1.3902 0.017
H -2.6721 3.4630 -0.7576 -0.004
H 0.1598 2.2749 2.2189 0.000
H -4.3793 1.8163 0.1477 0.003
H -1.8181 1.3389 3.5305 -0.002
C 1.8228 -2.1236 0.5257 0.020
C 3.0702 -2.3729 -0.3326 0.005
H 1.0377 -2.8671 0.2954 0.002
H 2.0749 -2.2650 1.5922 0.000
H 3.4127 -3.4092 -0.2034 0.001
H 2.8950 -2.2362 -1.4075 0.000
H 3.9218 -1.7501 -0.0323 0.000
C 1.1764 0.1890 -1.3290 0.008
C 2.5610 0.6906 -1.7468 0.001
H 0.4319 1.0007 -1.3703 0.000
H 0.8243 -0.5923 -2.0216 0.000
H 2.5760 0.9025 -2.8250 0.000
H 2.8167 1.6368 -1.2512 0.000
H 3.3477 -0.0557 -1.5702 0.000
C 2.0607 0.7223 1.3640 0.007
C 3.5539 0.4172 1.4194 0.000
H 1.6525 0.6947 2.3864 0.000
H 1.8373 1.7164 0.9474 0.000
H 4.0493 1.1299 2.0901 0.000
H 3.7263 -0.5829 1.8283 0.000
H 4.0702 0.5083 0.4576 0.000
Br -4.1151 -0.6954 2.0737 0.014
P -1.8719 -1.8031 -1.0682 -0.048
C -0.6959 -2.6241 -2.1696 0.000
C -1.2554 -3.8347 -2.8963 -0.001
H 0.1758 -2.8918 -1.5526 -0.001
H -0.3477 -1.8673 -2.8832 0.000
H -0.4783 -4.1860 -3.5808 0.000
H -1.4993 -4.6471 -2.2045 0.000
H -2.1431 -3.5819 -3.4873 0.000
C -2.9406 -3.1341 -0.4261 -0.004
C -4.2457 -3.3161 -1.1816 -0.002
H -3.1643 -2.8943 0.6273 0.000
H -2.3553 -4.0661 -0.4505 0.000
H -4.8977 -3.9692 -0.5886 -0.001
H -4.7638 -2.3620 -1.3367 0.000
H -4.0942 -3.8145 -2.1489 0.000
C -2.7283 -0.4734 -1.9870 -0.013
C -3.2645 -0.8707 -3.3601 -0.005
H -1.9819 0.3371 -2.0645 0.000
H -3.5015 -0.0911 -1.3005 0.001
H -3.7955 -0.0128 -3.7936 -0.001
H -2.4478 -1.1554 -4.0392 0.000
H -3.9843 -1.6994 -3.2970 0.000
Cl 0.2034 0.8972 6.5871 -0.002
C 0.0046 -0.4578 5.5364 0.001
C -0.1106 -1.7798 5.9823 0.019
C -0.3076 -2.7770 5.0075 -0.004
C -0.5192 -2.4148 3.6692 0.018
N -0.4454 -1.1043 3.2685 -0.001
C -0.0157 -0.1730 4.1697 0.014
H -0.0091 -1.9823 7.0403 0.001
H -0.3149 -3.8393 5.2808 -0.001
H -0.7894 -3.1727 2.9120 0.002
H 0.1861 0.8539 3.8404 0.002

---

2:
79
Properties=species:S:1:pos:R:3:lowdin_spin:R:1 method="wB97M-V/def2-TZVPD" s_squared=3.857 multiplicity=4 total_charge=+4 homo_energy_ev="-20.008 / -19.704" gap_ev="6.2 / 3.9"
C 3.1772 -5.1434 0.4494 0.083
C 3.1152 -3.8893 -0.1550 0.185
C 3.6768 -3.6988 -1.4229 0.146
C 4.1672 -4.8204 -2.1104 -0.010
N 4.1589 -6.0178 -1.5297 0.224
C 3.6946 -6.2092 -0.2971 0.005
C 2.5790 -2.7280 0.5449 0.064
C 3.2027 -1.7971 1.1064 0.160
C 2.8623 -0.5885 1.7923 0.014
C 1.8593 -0.6849 2.7672 0.088
C 0.9548 0.4262 2.9227 0.026
C 1.3393 1.4901 1.9767 -0.016
C 2.6144 1.7976 1.5401 -0.018
C 3.3458 0.6383 1.2838 -0.009
Tc -0.4872 1.1419 1.6360 0.835
P -0.8373 -0.7206 0.2687 0.025
H 3.7704 -2.6967 -1.8337 0.003
H 2.8833 -5.2500 1.4855 0.001
H 4.5688 -4.7014 -3.1262 -0.003
H 3.7362 -7.2148 0.1334 -0.002
H 4.2810 0.6749 0.7131 -0.001
H 1.6824 -1.5999 3.3248 0.003
H 2.9457 2.8198 1.3432 0.000
H 0.6460 0.6600 3.9535 0.004
C -2.5073 -0.5876 -0.5232 -0.001
C -2.9007 -1.4707 -1.7171 -0.001
H -2.5940 0.4716 -0.8155 0.001
H -3.2321 -0.7465 0.2901 0.000
H -3.9312 -1.2216 -2.0148 0.000
H -2.2712 -1.3130 -2.6017 0.000
H -2.8986 -2.5404 -1.4757 0.000
C 0.3041 -1.0311 -1.1528 -0.005
C 0.3239 -2.4401 -1.7837 -0.003
H 1.3051 -0.7940 -0.7598 0.001
H 0.0596 -0.2811 -1.9279 0.001
H 1.0102 -2.4328 -2.6505 0.000
H 0.7127 -3.1850 -1.0753 -0.001
H -0.6669 -2.7630 -2.1474 0.000
C -0.8016 -2.3397 1.1836 0.026
C -1.7414 -3.4534 0.7053 0.008
H -1.0436 -2.0797 2.2259 0.001
H 0.2557 -2.6550 1.1708 0.001
H -1.7093 -4.2882 1.4174 0.002
H -2.7841 -3.1236 0.6485 0.000
H -1.4612 -3.8617 -0.2730 0.000
Br -1.2325 3.5541 2.1673 0.582
P -0.3148 2.5879 -1.2566 0.202
C -0.9003 1.9930 -2.9061 0.024
C -1.3436 3.0371 -3.9319 0.014
H -1.7428 1.3179 -2.6730 0.004
H -0.0953 1.3681 -3.3257 0.000
H -1.6575 2.5051 -4.8417 0.003
H -2.1995 3.6244 -3.5738 0.000
H -0.5279 3.7194 -4.2111 0.000
C -1.0641 4.2464 -0.9792 0.084
C -0.3382 5.4966 -1.4378 0.022
H -1.1288 4.3050 0.1329 0.021
H -2.1077 4.2303 -1.3296 0.001
H -0.8693 6.3742 -1.0428 0.010
H 0.6871 5.5466 -1.0520 0.000
H -0.3223 5.5851 -2.5296 0.006
C 1.5011 2.8620 -1.4121 0.024
C 2.0426 3.4469 -2.7158 0.012
H 1.9418 1.8715 -1.2204 0.003
H 1.7709 3.4885 -0.5488 0.000
H 3.1399 3.4479 -2.6660 0.002
H 1.7625 2.8506 -3.5931 0.000
H 1.7296 4.4879 -2.8667 0.000
Cl -2.7597 -0.6877 6.4984 0.028
C -3.0233 0.0920 5.0093 0.027
C -4.1660 0.8596 4.8188 0.010
C -4.2593 1.5304 3.6124 0.012
C -3.2538 1.4212 2.6708 0.050
N -2.1276 0.7098 2.8870 0.024
C -2.0460 -0.0404 4.0112 -0.002
H -4.9397 0.9161 5.5725 0.000
H -5.0734 2.1882 3.3601 0.000
H -3.2636 2.0044 1.7513 0.001
H -1.1834 -0.6913 4.1319 -0.001

---

Stability order, top to bottom: 1, 2

---

1:
25
Properties=species:S:1:pos:R:3:nbo_charge:R:1 method="wB97M-V/def2-TZVPD" smiles=NCCCCCn1cnn[nH+]1 multiplicity=1 total_charge=+1 homo_energy_ev=-12.476 gap_ev=7.8
N -1.1924 -0.7499 -2.5988 -0.849
C -1.2163 -1.6720 -1.4373 -0.222
C -2.2141 -1.2103 -0.3815 -0.414
C -1.7242 -0.1522 0.6378 -0.401
C -0.4316 0.5965 0.2989 -0.418
C 0.8090 -0.0579 0.9142 -0.227
N 1.9033 0.9272 1.0423 -0.089
C 2.2271 1.6832 2.0865 0.217
N 3.2668 2.4666 1.7580 -0.182
N 3.5700 2.2119 0.5235 0.084
N 2.7544 1.2834 0.0887 -0.115
H -1.3761 -1.2487 -3.4553 0.377
H -0.2945 -0.3042 -2.7107 0.342
H -1.5559 -2.6345 -1.7980 0.213
H -0.2180 -1.7949 -1.0258 0.151
H -3.0892 -0.8213 -0.8801 0.232
H -2.5286 -2.0847 0.1826 0.216
H -1.6267 -0.5846 1.6290 0.203
H -2.4956 0.6031 0.7235 0.236
H -0.3000 0.7458 -0.7666 0.225
H -0.4965 1.5901 0.7389 0.220
H 1.1825 -0.8834 0.3196 0.234
H 0.5939 -0.4250 1.9071 0.247
H 1.7327 1.6490 3.0363 0.263
H 2.7200 0.8668 -0.8328 0.457

---

2:
25
Properties=species:S:1:pos:R:3:nbo_charge:R:1 method="wB97M-V/def2-TZVPD" multiplicity=1 total_charge=+1 homo_energy_ev=-11.874 gap_ev=9.1
C 0.4430 -1.8415 2.7757 -0.649
C -0.7385 -1.2440 -0.5421 0.163
C -0.1309 -2.0386 1.4028 0.105
C -0.5287 -3.0852 0.6549 -0.086
N -0.2365 -0.8827 0.6294 -0.532
N -1.0636 -2.5978 -0.5044 -0.513
H -1.0924 -0.5988 -1.3409 0.207
H -1.0962 -3.2673 -1.2637 0.428
H -0.5294 -4.1067 0.9672 0.233
H 1.2314 -1.0891 2.8692 0.230
H 1.0076 -2.6969 3.1477 0.236
H -0.4674 -1.6788 3.3683 0.236
C 1.3599 0.9641 -1.8689 -0.457
C -0.2351 2.3338 -0.6648 0.693
N 0.1258 1.7224 -1.8305 -0.578
N -1.1669 3.3069 -0.6351 -0.760
N 0.2467 1.9057 0.4825 -0.818
H 0.0640 2.2127 -2.7132 0.419
H -1.3091 3.6887 -1.5648 0.411
H -1.8371 3.3330 0.1120 0.440
H 0.3326 0.8948 0.7461 0.474
H 0.3424 2.5526 1.2508 0.424
H 2.2667 1.5862 -1.8620 0.216
H 1.4538 0.2569 -2.6861 0.237
H 1.5579 0.3700 -0.9299 0.240

---

Stability order, top to bottom: 2, 1

---

1:
32
Properties=species:S:1:pos:R:3:nbo_charge:R:1 method="wB97M-V/def2-TZVPD" smiles="CC[C@@H](N)C(=O)NC.O.O.O.O" multiplicity=1 total_charge=0 homo_energy_ev=-9.521 gap_ev=10.0
N -1.6780 -1.0526 -0.8440 -0.853
C -1.9489 1.6508 0.4909 -0.612
C -1.2647 1.3691 -0.8436 -0.389
C -0.6451 -0.0266 -0.9103 -0.161
C 0.1524 -0.1644 -2.2025 0.662
N 1.5169 -0.0836 -2.1268 -0.648
C 2.2525 0.5428 -1.0248 -0.423
O -0.3980 -0.4382 -3.2552 -0.621
H -2.4608 -0.8320 -1.4438 0.377
H -1.3050 -1.9570 -1.1036 0.381
H -2.7682 0.9546 0.6643 0.209
H -2.3557 2.6624 0.4969 0.211
H -1.2299 1.5541 1.3004 0.220
H -1.9821 1.4700 -1.6618 0.206
H -0.4876 2.1076 -1.0491 0.209
H 0.0037 -0.1625 -0.0439 0.206
H 1.9689 -0.1100 -3.0292 0.403
H 1.9065 1.5492 -0.8029 0.215
H 3.3051 0.5552 -1.2870 0.211
H 2.1204 -0.0101 -0.0975 0.210
H -0.2939 -2.3770 1.1853 0.500
H -1.6107 -1.5833 1.1756 0.507
O -0.9457 -1.9715 1.7780 -0.989
H 1.3615 -2.0796 -0.9767 0.491
H 1.7598 -3.2732 -0.0897 0.483
O 0.9989 -2.7888 -0.4236 -0.970
H 1.0560 1.0687 2.2500 0.503
H 1.6424 2.4916 2.1747 0.467
O 1.6620 1.6394 1.7259 -0.998
H -0.4522 -0.6171 2.7081 0.511
H 0.1913 -0.2331 4.0550 0.477
O -0.0720 0.1451 3.2107 -0.996

---

2:
32
Properties=species:S:1:pos:R:3:nbo_charge:R:1 method="wB97M-V/def2-TZVPD" smiles="CCNCCNC=O.O.O.O.O" multiplicity=1 total_charge=0 homo_energy_ev=-8.557 gap_ev=8.5
C 1.0031 -2.2556 0.8890 -0.228
N 0.9466 -0.9462 1.4833 -0.642
C -0.1947 -0.7316 2.3806 -0.218
C -0.2619 0.7474 2.7910 -0.627
C 0.1391 -2.6231 -0.3426 -0.237
N -1.2523 -2.2502 -0.2002 -0.638
C -2.0552 -1.5108 -1.0346 0.532
O -3.1484 -1.1597 -0.6505 -0.602
H 2.0160 -2.4174 0.4741 0.188
H 1.0614 -3.0582 1.6311 0.193
H 1.0281 -0.2434 0.7584 0.362
H -1.1438 -0.9940 1.9221 0.189
H 0.0482 -1.3153 3.2686 0.181
H -0.8161 0.7850 3.7330 0.215
H -0.8926 1.2646 2.0658 0.212
H 0.6777 1.2534 2.9892 0.207
H 0.2758 -3.7043 -0.4268 0.190
H 0.5307 -2.0481 -1.1746 0.207
H -1.8164 -2.7939 0.4289 0.397
H -1.7036 -1.2681 -2.0457 0.114
H 0.9486 3.5594 0.3169 0.482
H 1.5296 3.6146 -1.1313 0.484
O 0.9154 4.0262 -0.5196 -0.940
H 0.8434 0.4473 -2.2957 0.482
H 0.0912 1.1704 -1.2254 0.478
O 0.5851 0.3558 -1.3674 -0.961
H -0.7344 3.1837 -0.6616 0.475
H -1.5679 2.4732 -1.7121 0.455
O -1.6349 2.8333 -0.8237 -0.947
H 2.8703 1.0907 -1.0862 0.465
H 4.1404 0.5241 -1.1073 0.467
O 3.6461 1.1221 -1.6844 -0.934

---

Stability order, top to bottom: 1, 2